1.
ORCA calculation (ωB97M-V/def2-TZVPD) on the ion C11H9O2S with charge -1 at a distorted geometry.

Highest occupied orbital energy, eV: -4.2
Max |F|, eV Å⁻¹: 5.0
SMILES: C=C(C(=O)[O-])C(=S)c1ccc(C)cc1
LUMO energy, eV: 2.86
Orbital gap, Eh: 0.260
Energy above the lowest of the compared OMol25 structures with the same formula, charge and spin, kcal/mol: 12.3
Net charge: -1
Spin multiplicity: 1

Positions of all 23 atoms, in Å:
C: 0.24801 2.60675 2.49837
C: -0.05280 1.32764 2.35744
C: 0.67785 0.40830 3.45688
O: 1.89017 0.53851 3.35226
O: -0.11316 -0.17921 4.14870
C: -1.02647 0.50089 1.62150
S: -2.52660 0.11971 2.15956
C: -0.55529 -0.08979 0.35007
C: 0.71372 0.14218 -0.19409
C: 1.00891 -0.39696 -1.41137
C: 0.09306 -1.04146 -2.22664
C: 0.56324 -1.58943 -3.56152
C: -1.18206 -1.25784 -1.71137
C: -1.49213 -0.71681 -0.47693
H: 1.03782 2.77893 3.19052
H: -0.25529 3.44169 1.91700
H: 1.39926 0.71127 0.21119
H: 1.99840 -0.21198 -1.75204
H: -0.31317 -1.84051 -4.00490
H: 1.01846 -0.76613 -4.06748
H: 1.30548 -2.26346 -3.30794
H: -1.87731 -1.59478 -2.43180
H: -2.56011 -0.62751 -0.11742

Atoms 1-3, force components in eV/Å:
C -1.357 0.728 -1.741
C -1.191 -0.949 0.242
C -0.016 1.048 -1.819

---

2.
ORCA calculation (ωB97M-V/def2-TZVPD) on a cluster of 20 separate species, C120H80O80 in total at a distorted geometry.

Highest occupied orbital energy, eV: -9.3
Max |F|, eV Å⁻¹: 5.1
LUMO energy, eV: -1.85
Orbital gap, Eh: 0.274
Energy above the lowest of the compared OMol25 structures with the same formula, charge and spin, kcal/mol: 0.0
Spin multiplicity: 1

Positions of all 280 atoms, in Å:
C: -4.37843 2.41034 2.17066
C: -5.71077 2.54099 2.41306
C: -6.57737 3.24481 1.43869
O: -7.76440 3.22478 1.81058
C: -6.05489 3.87245 0.20619
C: -4.71752 3.90918 0.14265
C: -3.78789 3.07499 1.01860
O: -2.65022 3.01764 0.56532
O: -4.14375 4.44350 -0.94140
O: -6.21613 2.00050 3.51106
H: -3.71133 1.84251 2.74974
H: -6.65891 4.19512 -0.61146
H: -3.19026 4.25715 -0.86391
H: -7.16086 2.03412 3.44282
C: 6.73656 -2.34763 -4.15383
C: 5.54287 -1.73905 -3.82842
C: 4.58619 -1.29144 -4.96998
O: 3.53524 -0.81756 -4.62765
C: 5.09697 -1.25912 -6.29752
C: 6.36134 -1.56905 -6.58816
C: 7.23451 -2.10557 -5.48845
O: 8.35572 -2.46057 -5.83172
O: 7.02013 -1.41944 -7.69967
O: 5.05895 -1.72257 -2.61302
H: 7.40769 -2.60277 -3.36794
H: 4.41259 -0.89204 -7.04398
H: 7.91376 -1.75766 -7.46444
H: 4.14171 -1.40324 -2.61222
C: 3.50209 -4.34968 -2.66715
C: 4.34954 -5.33230 -2.93121
C: 4.26646 -6.19564 -4.17344
O: 5.21131 -6.95865 -4.28742
C: 3.25388 -5.85987 -5.21611
C: 2.31761 -4.92101 -4.87186
C: 2.37986 -4.18421 -3.53515
O: 1.37561 -3.52952 -3.24290
O: 1.25917 -4.63098 -5.59346
O: 5.27601 -5.70951 -2.08182
H: 3.61177 -3.69075 -1.78453
H: 3.10059 -6.39616 -6.13122
H: 0.77253 -3.88090 -5.10083
H: 5.86688 -6.38385 -2.51374
C: 1.38928 -5.01776 5.35858
C: 0.36619 -5.72086 4.88447
C: -0.76763 -5.03461 4.04901
O: -1.67896 -5.80668 3.82374
C: -0.53500 -3.67466 3.50898
C: 0.53910 -2.99802 3.97275
C: 1.52189 -3.57942 4.94519
O: 2.39290 -2.84724 5.44230
O: 0.75249 -1.73906 3.59803
O: 0.08945 -6.97177 5.34763
H: 1.99880 -5.48952 6.13584
H: -1.19297 -3.30437 2.70032
H: 1.66562 -1.46047 3.76110
H: -0.75281 -7.28663 4.92831
C: 3.53815 2.03508 4.98578
C: 4.35644 2.92480 5.61237
C: 5.14958 2.51611 6.88702
O: 5.91262 3.33234 7.32253
C: 5.12068 1.12703 7.26577
C: 4.38110 0.19507 6.59095
C: 3.50792 0.64677 5.42430
O: 2.92636 -0.27306 4.81037
O: 4.28411 -1.07087 6.84623
O: 4.47159 4.18592 5.20646
H: 2.76500 2.37413 4.35447
H: 5.86463 0.93973 8.04162
H: 3.87197 -1.52586 6.08751
H: 4.97373 4.62907 5.88847
C: 3.26233 -5.21040 1.96344
C: 4.53535 -5.49117 1.61735
C: 4.91011 -6.83554 0.95603
O: 6.02450 -6.96379 0.53356
C: 3.90271 -7.91008 0.80807
C: 2.70685 -7.68391 1.37389
C: 2.32603 -6.28914 1.98445
O: 1.20711 -6.14364 2.39255
O: 1.80647 -8.64620 1.44420
O: 5.51878 -4.63392 1.46662
H: 2.92252 -4.26908 2.30174
H: 4.10928 -8.83212 0.37885
H: 1.02601 -8.32290 1.86562
H: 6.21755 -5.23405 1.09187
C: -7.11798 -3.21522 3.74721
C: -5.75049 -3.20855 3.93833
C: -4.77826 -2.34970 3.19531
O: -3.59650 -2.56244 3.38052
C: -5.33633 -1.27554 2.30225
C: -6.64811 -1.33319 2.09729
C: -7.64845 -2.25626 2.82601
O: -8.83905 -2.23816 2.59719
O: -7.22273 -0.39265 1.34442
O: -5.11867 -4.06771 4.73005
H: -7.77041 -3.77270 4.35076
H: -4.66334 -0.56989 1.79608
H: -8.17787 -0.66889 1.32955
H: -4.15440 -3.77463 4.80017
C: -6.83031 8.41580 0.92082
C: -5.65754 7.93653 1.37773
C: -5.60722 6.83403 2.48134
O: -4.55709 6.48111 2.94156
C: -6.87286 6.42925 3.03319
C: -8.05770 6.92804 2.60460
C: -8.11467 7.93323 1.47367
O: -9.24311 8.16148 1.04584
O: -9.25065 6.56945 3.09631
O: -4.45503 8.22074 0.95964
H: -6.90379 9.15461 0.12035
H: -6.83070 5.69020 3.78612
H: -9.94145 7.02132 2.53737
H: -4.39621 8.78377 0.17889
C: 2.64477 7.39812 1.31231
C: 1.64354 7.81142 0.51413
C: 1.24327 6.92598 -0.66790
O: 0.33476 7.38701 -1.40463
C: 1.94289 5.67358 -0.89117
C: 2.95059 5.27454 -0.06866
C: 3.34672 6.17779 1.05511
O: 4.29511 5.79120 1.74887
O: 3.61456 4.15157 -0.14886
O: 0.91690 8.92576 0.74216
H: 3.07347 8.02601 2.06461
H: 1.50779 5.14728 -1.71454
H: 4.34667 4.09067 0.59568
H: 0.18986 8.97715 0.08955
C: -0.06953 0.48161 6.16036
C: 0.18794 1.73040 5.86710
C: -0.50543 2.61238 4.82359
O: -0.21011 3.77072 4.70294
C: -1.34472 1.86719 3.89210
C: -1.71648 0.62748 4.20976
C: -1.13642 -0.13666 5.43934
O: -1.58373 -1.26242 5.67658
O: -2.56852 -0.09127 3.54625
O: 0.96233 2.47146 6.69395
H: 0.36431 -0.07993 7.04063
H: -1.72071 2.39374 3.01823
H: -2.80497 -0.95109 3.90028
H: 0.92238 3.42544 6.40556
C: -3.17756 -5.21147 1.01581
C: -1.99889 -5.83659 0.86095
C: -1.93903 -7.36531 1.07262
O: -0.88632 -7.91331 0.81364
C: -3.08338 -8.07722 1.60751
C: -4.17769 -7.35981 1.84973
C: -4.25678 -5.91788 1.51513
O: -5.35916 -5.44328 1.72711
O: -5.33449 -7.82043 2.31528
O: -0.85928 -5.25684 0.53949
H: -3.36702 -4.19040 0.93522
H: -2.73732 -9.06044 1.84799
H: -5.90000 -7.04580 2.37446
H: -0.18866 -5.97368 0.65105
C: 6.65886 0.13562 3.35808
C: 6.00109 -0.93852 2.90315
C: 4.75941 -0.80445 2.01793
O: 4.18429 -1.82962 1.72173
C: 4.30677 0.49774 1.59290
C: 5.08217 1.54432 2.02752
C: 6.30692 1.39929 2.93489
O: 6.86309 2.43401 3.22351
O: 4.79409 2.89702 1.80709
O: 6.31729 -2.17132 3.27575
H: 7.51928 0.14096 4.00658
H: 3.60626 0.56876 0.77437
H: 5.40745 3.30787 2.41304
H: 5.63585 -2.81540 2.90759
C: -5.92033 3.37467 -4.90140
C: -6.55654 2.20790 -4.73228
C: -5.87363 1.08250 -4.02124
O: -6.34602 -0.06224 -4.01359
C: -4.59096 1.31369 -3.38278
C: -3.84873 2.46329 -3.64986
C: -4.56299 3.57924 -4.43035
O: -3.91582 4.58681 -4.61333
O: -2.63623 2.80069 -3.30842
O: -7.80751 1.93017 -4.98849
H: -6.34850 4.22675 -5.35212
H: -4.08705 0.54204 -2.78501
H: -2.50023 3.74858 -3.61297
H: -7.81572 0.95653 -4.68721
C: 5.75681 1.69123 -4.17936
C: 5.41694 1.84829 -2.87779
C: 6.33141 1.55101 -1.69926
O: 5.96349 1.74605 -0.60120
C: 7.68330 1.06355 -2.01397
C: 8.01863 0.93508 -3.36858
C: 7.07619 1.21251 -4.49887
O: 7.65613 1.21346 -5.56181
O: 9.16919 0.54359 -3.83195
O: 4.27669 2.52846 -2.63180
H: 5.18634 2.16156 -4.92858
H: 8.38030 0.78371 -1.21929
H: 9.09396 0.58286 -4.78133
H: 4.28516 2.89880 -1.74315
C: 0.72044 -0.77463 -6.34256
C: 0.86089 0.52168 -6.44508
C: 0.68188 1.52391 -5.25951
O: 1.09545 2.65409 -5.42907
C: 0.17387 0.99926 -4.03393
C: -0.23520 -0.30440 -4.00445
C: -0.05186 -1.25558 -5.19577
O: -0.45609 -2.39422 -5.02828
O: -0.65977 -0.85338 -2.88390
O: 1.32957 0.98999 -7.61462
H: 1.01464 -1.54849 -7.08107
H: 0.16494 1.68547 -3.19806
H: -0.84083 -1.78783 -2.98833
H: 1.52867 1.93905 -7.41339
C: -5.42088 -3.96136 -1.78212
C: -4.11148 -4.11804 -2.28543
C: -3.15024 -3.09261 -2.10883
O: -1.99653 -3.38392 -2.35020
C: -3.50018 -1.76065 -1.68222
C: -4.77993 -1.57843 -1.33359
C: -5.80558 -2.63786 -1.25353
O: -6.89644 -2.28311 -0.87505
O: -5.11010 -0.33519 -0.97255
O: -3.66171 -5.10524 -2.97210
H: -6.17588 -4.77587 -1.82199
H: -2.77327 -0.99036 -1.51583
H: -6.02105 -0.30926 -0.60755
H: -2.65173 -4.99922 -3.11536
C: 0.06349 7.06457 3.93521
C: 0.92544 6.03146 3.74978
C: 0.72185 5.04254 2.64676
O: 1.54321 4.12962 2.65672
C: -0.37303 5.07695 1.73000
C: -1.30205 6.04155 1.92672
C: -0.94535 7.19666 2.93794
O: -1.65837 8.16420 2.83738
O: -2.47750 6.05185 1.39047
O: 1.96549 5.91468 4.57256
H: 0.17895 7.83670 4.67247
H: -0.35992 4.26223 1.02457
H: -2.92882 6.82662 1.75205
H: 2.47917 5.19960 4.20617
C: 1.86054 -8.56030 -2.57680
C: 2.19096 -8.96820 -3.84714
C: 1.39651 -8.53030 -5.07443
O: 1.67047 -9.12068 -6.13036
C: 0.32745 -7.56085 -4.89979
C: -0.09185 -7.27918 -3.66152
C: 0.73729 -7.63675 -2.44949
O: 0.42580 -7.09030 -1.40406
O: -1.16602 -6.59099 -3.40151
O: 3.13448 -9.88398 -4.08892
H: 2.46194 -8.68595 -1.66355
H: -0.24820 -7.26654 -5.75042
H: -1.21679 -6.40005 -2.39448
H: 3.12414 -10.03761 -5.05006
C: 1.48976 0.44179 -0.60479
C: 0.23144 0.61265 -0.22645
C: -0.66162 -0.60516 0.26322
O: -1.76334 -0.29186 0.64601
C: -0.10306 -2.00138 0.31345
C: 1.23660 -2.07213 0.08119
C: 1.99312 -0.91703 -0.51061
O: 3.10441 -1.20656 -0.97910
O: 1.91159 -3.20409 0.21165
O: -0.35259 1.80625 -0.37961
H: 2.20223 1.16337 -1.03247
H: -0.80529 -2.79771 0.57771
H: 2.75988 -2.85921 -0.17521
H: -1.28612 1.61756 -0.09032
C: -1.64197 8.64942 -4.07736
C: -1.40467 7.36125 -3.76503
C: -2.12977 6.72305 -2.52103
O: -1.81919 5.57460 -2.33972
C: -3.17311 7.45947 -1.84176
C: -3.41280 8.71224 -2.22952
C: -2.74791 9.31485 -3.45463
O: -3.12773 10.43974 -3.75178
O: -4.06086 9.66477 -1.50395
O: -0.53404 6.61271 -4.38727
H: -0.96461 9.10755 -4.81529
H: -3.58881 7.02676 -0.96285
H: -4.09756 10.42412 -2.10734
H: -0.52529 5.75925 -3.95205

Atoms 1-3, force components in eV/Å:
C -0.308 0.838 -1.022
C 3.046 -0.470 -0.158
C -2.908 0.369 0.363

---

> Which formula does entry 2 have?

C120H80O80